{"formula": "C51H52BBrN6O3SSr", "method": "ωB97M-V/def2-TZVPD", "spin_multiplicity": 1, "lumo_ev": 4.0, "total_charge": -2, "gap_ev": 5.32, "species": ["Sr", "C", "C", "C", "C", "N", "N", "B", "N", "N", "C", "C", "C", "C", "C", "C", "C", "C", "C", "C", "N", "N", "C", "C", "C", "C", "C", "C", "C", "C", "C", "C", "C", "C", "C", "C", "C", "C", "H", "H", "H", "H", "H", "H", "H", "H", "H", "H", "H", "H", "H", "H", "H", "H", "H", "H", "H", "H", "H", "H", "H", "H", "H", "H", "H", "H", "O", "C", "O", "C", "C", "C", "C", "C", "C", "S", "H", "H", "H", "H", "C", "C", "C", "C", "C", "C", "C", "Br", "C", "O", "C", "C", "C", "C", "C", "C", "H", "H", "H", "H", "H", "H", "H", "H", "H", "H", "H", "H", "H", "H", "H", "H", "H", "H", "H", "H"], "xyz": [[0.482, -0.372, 1.284], [4.206, 3.357, 3.713], [3.821, 2.188, 2.874], [4.446, 0.964, 2.850], [3.712, 0.199, 1.932], [2.723, 0.935, 1.433], [2.785, 2.138, 2.008], [1.820, 3.306, 1.782], [0.374, 3.011, 2.220], [-0.466, 2.189, 1.598], [-1.645, 2.272, 2.213], [-1.553, 3.192, 3.272], [-0.252, 3.643, 3.238], [0.361, 4.650, 4.153], [-2.879, 1.621, 1.792], [-3.175, 1.402, 0.447], [-4.428, 0.955, 0.071], [-5.401, 0.700, 1.026], [-5.099, 0.857, 2.367], [-3.852, 1.313, 2.746], [1.846, 3.799, 0.321], [1.417, 3.088, -0.711], [1.628, 3.806, -1.811], [2.221, 5.037, -1.465], [2.330, 4.997, -0.093], [2.837, 6.080, 0.797], [1.271, 3.370, -3.146], [1.921, 3.911, -4.254], [1.598, 3.499, -5.530], [0.608, 2.547, -5.725], [-0.065, 2.025, -4.631], [0.258, 2.436, -3.353], [4.029, -1.172, 1.568], [4.608, -2.012, 2.519], [5.005, -3.290, 2.177], [4.821, -3.757, 0.886], [4.226, -2.938, -0.058], [3.840, -1.651, 0.275], [5.135, 3.131, 4.231], [3.434, 3.562, 4.453], [4.353, 4.254, 3.114], [5.292, 0.654, 3.431], [2.199, 4.208, 2.444], [-2.326, 3.499, 3.955], [-0.411, 5.045, 4.814], [0.801, 5.478, 3.597], [1.143, 4.193, 4.759], [-2.413, 1.597, -0.293], [-4.658, 0.799, -0.975], [-6.385, 0.367, 0.725], [-5.842, 0.623, 3.120], [-3.619, 1.429, 3.796], [2.494, 5.851, -2.110], [3.097, 6.947, 0.191], [3.723, 5.766, 1.348], [2.072, 6.376, 1.515], [2.699, 4.647, -4.108], [2.120, 3.922, -6.380], [0.371, 2.211, -6.726], [-0.850, 1.296, -4.774], [-0.262, 2.045, -2.493], [4.712, -1.668, 3.537], [5.455, -3.924, 2.930], [5.133, -4.763, 0.627], [4.054, -3.298, -1.064], [3.406, -0.996, -0.464], [1.780, -0.028, 3.984], [1.122, -1.024, 3.658], [-0.055, -0.991, 3.229], [1.756, -2.380, 3.824], [2.410, -2.629, 5.017], [2.980, -3.860, 5.295], [2.901, -4.869, 4.344], [2.292, -4.624, 3.134], [1.709, -3.380, 2.835], [0.997, -3.185, 1.289], [2.461, -1.824, 5.739], [3.477, -4.042, 6.241], [3.334, -5.847, 4.547], [2.265, -5.384, 2.362], [-1.913, -2.972, -6.185], [-2.914, -2.222, -5.297], [-3.156, -0.826, -5.891], [-4.240, -2.987, -5.323], [-2.363, -2.064, -3.885], [-1.129, -1.460, -3.683], [-0.688, -1.231, -2.403], [1.111, -0.600, -2.181], [-1.435, -1.451, -1.211], [-1.037, -0.976, -0.104], [-2.625, -2.228, -1.437], [-3.024, -2.494, -2.737], [-3.426, -2.893, -0.310], [-3.137, -4.401, -0.379], [-4.935, -2.642, -0.478], [-3.051, -2.412, 1.094], [-2.303, -3.060, -7.200], [-1.731, -3.971, -5.791], [-0.967, -2.440, -6.225], [-3.529, -0.899, -6.913], [-2.232, -0.257, -5.906], [-3.883, -0.283, -5.290], [-4.607, -3.069, -6.346], [-4.993, -2.468, -4.734], [-4.116, -3.994, -4.930], [-0.485, -1.174, -4.502], [-3.919, -3.079, -2.872], [-3.416, -4.822, -1.342], [-3.680, -4.934, 0.400], [-2.074, -4.564, -0.224], [-5.315, -2.983, -1.437], [-5.134, -1.578, -0.396], [-5.495, -3.160, 0.301], [-2.033, -2.692, 1.349], [-3.731, -2.856, 1.824], [-3.124, -1.332, 1.168]]}

{"formula": "O4PS", "method": "ωB97M-V/def2-TZVPD", "spin_multiplicity": 1, "lumo_ev": [3.0, 3.0], "total_charge": -1, "gap_ev": [7.74, 7.74], "species": ["O", "O", "O", "O", "P", "S"], "xyz": [[-2.176, 0.825, -0.903], [2.470, 0.889, 0.300], [1.467, -1.166, -0.913], [-1.889, -0.536, 1.236], [1.271, 0.100, -0.146], [-1.406, -0.227, -0.143]]}

{"formula": "C5H8HgO2", "method": "ωB97M-V/def2-TZVPD", "spin_multiplicity": 2, "lumo_ev": [-4.2, -5.9], "total_charge": 1, "gap_ev": [8.34, 8.94], "s_squared": 0.7599, "species": ["O", "Hg", "C", "O", "C", "C", "H", "H", "H", "H", "H", "C", "C", "H", "H", "H"], "xyz": [[3.415, -1.812, 0.498], [1.974, -3.833, -0.656], [2.171, -1.767, 0.089], [1.449, -0.798, 0.459], [3.791, -1.691, 1.895], [4.782, -2.782, 2.206], [4.214, -0.689, 2.041], [2.884, -1.775, 2.507], [5.450, -2.966, 1.355], [5.393, -2.469, 3.064], [4.270, -3.717, 2.467], [-1.632, -0.107, -0.501], [-2.742, 0.217, -0.963], [-2.657, 0.119, 0.283], [0.402, -0.791, 0.028], [-3.701, 0.369, -1.443]]}

{"formula": "C4H12O2", "method": "ωB97M-V/def2-TZVPD", "spin_multiplicity": 1, "lumo_ev": 0.9, "smiles": "CCO.CCO", "gap_ev": 11.09, "species": ["C", "C", "O", "H", "H", "H", "H", "H", "H", "C", "C", "O", "H", "H", "H", "H", "H", "H"], "xyz": [[1.853, 0.577, -0.942], [1.827, -0.350, 0.297], [3.140, -0.311, 0.872], [1.007, 1.272, -0.941], [1.718, 0.065, -1.903], [2.743, 1.196, -0.981], [1.115, 0.011, 1.042], [1.628, -1.380, 0.054], [3.467, 0.572, 0.884], [-2.072, 0.395, -0.434], [-1.589, -0.683, 0.521], [-2.718, -1.108, 1.315], [-1.262, 0.999, -0.856], [-2.741, 1.118, 0.046], [-2.534, -0.014, -1.335], [-1.295, -1.557, -0.064], [-0.849, -0.337, 1.235], [-3.436, -0.465, 1.191]]}

{"formula": "C11H21Br2N5PS", "method": "ωB97M-V/def2-TZVPD", "spin_multiplicity": 1, "lumo_ev": -3.6, "total_charge": 1, "gap_ev": 7.99, "species": ["C", "C", "C", "C", "C", "N", "N", "C", "C", "C", "N", "C", "N", "P", "S", "N", "H", "H", "H", "H", "H", "H", "H", "H", "H", "H", "H", "H", "H", "H", "H", "H", "H", "Br", "C", "C", "Br", "H", "H", "H", "H"], "xyz": [[4.551, 1.027, 1.903], [4.498, 1.726, 0.778], [4.183, 2.343, -0.698], [2.798, 3.227, -0.670], [1.718, 2.656, -1.734], [0.442, 2.156, -1.126], [-0.720, 2.883, -0.933], [-0.518, 4.098, -0.081], [-0.682, 3.816, 1.519], [0.387, 0.838, -0.763], [1.411, -0.207, -0.842], [0.771, -1.445, -0.328], [-0.617, -1.104, 0.034], [-1.890, -2.216, 0.680], [-1.899, -2.349, 2.616], [-0.829, 0.235, -0.199], [4.705, 0.242, 2.725], [5.102, 2.965, -1.009], [4.123, 1.458, -1.444], [2.402, 3.326, 0.406], [3.116, 4.291, -1.031], [1.487, 3.489, -2.519], [2.188, 1.784, -2.332], [-1.222, 3.083, -1.813], [-1.390, 4.828, -0.350], [0.458, 4.676, -0.282], [-0.398, 2.742, 1.822], [-0.058, 4.572, 2.149], [-1.792, 3.971, 1.848], [1.250, -2.490, -0.222], [-3.137, -1.723, 0.114], [-1.638, -3.478, 0.005], [-1.742, 0.687, 0.009], [-2.762, -4.568, 1.174], [-3.488, -6.371, 0.981], [-3.190, -6.939, -0.386], [-4.369, -6.177, -1.738], [-4.555, -6.310, 1.201], [-2.995, -6.960, 1.758], [-3.389, -8.013, -0.408], [-2.167, -6.757, -0.716]]}

{"formula": "C2H8S3", "method": "ωB97M-V/def2-TZVPD", "spin_multiplicity": 1, "lumo_ev": 0.1, "smiles": "CSC.SS", "gap_ev": 8.65, "species": ["C", "S", "C", "H", "H", "H", "H", "H", "H", "S", "S", "H", "H"], "xyz": [[-1.385, 0.285, 0.889], [-2.075, -0.457, -0.597], [-0.614, -0.314, -1.650], [-0.501, -0.244, 1.242], [-1.107, 1.327, 0.735], [-2.144, 0.236, 1.668], [-0.861, -0.725, -2.625], [0.187, -0.904, -1.207], [-0.319, 0.729, -1.745], [2.422, 1.090, 1.011], [2.696, -0.977, 0.817], [1.970, 1.262, -0.235], [1.730, -1.307, 1.698]]}

{"formula": "C26H31N7O5PSV", "method": "ωB97M-V/def2-TZVPD", "spin_multiplicity": 2, "lumo_ev": [-10.7, -10.1], "total_charge": 3, "gap_ev": [4.62, 5.13], "s_squared": 0.7735, "species": ["V", "C", "C", "C", "C", "C", "C", "C", "S", "O", "O", "N", "C", "C", "C", "C", "C", "N", "H", "H", "H", "H", "H", "H", "H", "H", "H", "H", "H", "C", "O", "P", "O", "C", "O", "C", "H", "H", "H", "H", "H", "H", "H", "H", "H", "C", "C", "N", "C", "C", "N", "C", "N", "N", "N", "C", "C", "C", "C", "C", "C", "H", "H", "H", "H", "H", "H", "H", "H", "H", "H", "H"], "xyz": [[-1.079, 0.140, 0.320], [3.031, -1.085, 6.991], [2.060, -1.132, 5.856], [2.423, -0.689, 4.576], [1.534, -0.731, 3.526], [0.252, -1.236, 3.766], [-0.142, -1.701, 5.027], [0.770, -1.638, 6.057], [-0.921, -1.278, 2.533], [-1.458, 0.140, 2.205], [-1.959, -2.219, 2.762], [-0.179, -1.366, 1.065], [-0.496, -2.242, -0.013], [-0.329, -3.590, -0.167], [-0.649, -4.099, -1.426], [-1.113, -3.265, -2.438], [-1.283, -1.920, -2.183], [-0.976, -1.428, -0.974], [3.985, -0.657, 6.694], [3.206, -2.091, 7.378], [2.623, -0.495, 7.813], [3.428, -0.322, 4.410], [1.840, -0.425, 2.534], [-1.132, -2.105, 5.187], [0.485, -1.995, 7.038], [0.054, -4.213, 0.629], [-0.517, -5.156, -1.619], [-1.339, -3.656, -3.420], [-1.658, -1.227, -2.924], [-4.983, -2.461, 0.334], [-3.701, -1.746, 0.218], [-3.499, -0.212, 0.069], [-4.458, 0.562, 1.020], [-4.679, 0.291, 2.441], [-3.830, 0.332, -1.356], [-5.188, 0.639, -1.851], [-5.754, -1.792, 0.708], [-4.810, -3.273, 1.031], [-5.239, -2.843, -0.649], [-5.738, 0.449, 2.614], [-4.091, 1.001, 3.014], [-4.395, -0.732, 2.682], [-5.753, -0.286, -1.929], [-5.046, 1.079, -2.831], [-5.663, 1.339, -1.172], [-0.959, 2.107, -2.340], [0.026, 2.291, -1.246], [-0.073, 1.729, -0.019], [1.051, 2.129, 0.723], [1.802, 2.908, -0.073], [1.144, 3.002, -1.294], [1.782, 3.432, -2.546], [2.522, 2.309, -3.047], [1.938, 1.074, -2.978], [2.662, 0.231, -3.597], [3.751, 0.887, -4.134], [4.817, 0.397, -4.897], [5.761, 1.310, -5.297], [5.661, 2.676, -4.954], [4.621, 3.173, -4.202], [3.667, 2.239, -3.798], [-1.822, 1.537, -1.989], [-0.489, 1.598, -3.182], [-1.340, 3.073, -2.677], [1.184, 1.862, 1.757], [2.730, 3.422, 0.113], [2.452, 4.262, -2.335], [1.002, 3.767, -3.230], [4.882, -0.650, -5.157], [6.603, 0.986, -5.892], [6.431, 3.353, -5.299], [4.557, 4.224, -3.955]]}

{"formula": "C51H46F8O5S", "method": "ωB97M-V/def2-TZVPD", "spin_multiplicity": 1, "lumo_ev": 0.3, "smiles": "C[C@H]1OS(=O)(=O)O[C@@H]1O.Fc1ccccc1.Fc1ccccc1.Fc1ccccc1.Fc1ccccc1.Fc1ccccc1.Fc1ccccc1.Fc1ccccc1.Fc1ccccc1", "gap_ev": 9.36, "species": ["C", "C", "O", "S", "O", "O", "O", "C", "O", "H", "H", "H", "H", "H", "H", "F", "C", "C", "C", "C", "C", "C", "H", "H", "H", "H", "H", "F", "C", "C", "C", "C", "C", "C", "H", "H", "H", "H", "H", "F", "C", "C", "C", "C", "C", "C", "H", "H", "H", "H", "H", "F", "C", "C", "C", "C", "C", "C", "H", "H", "H", "H", "H", "F", "C", "C", "C", "C", "C", "C", "H", "H", "H", "H", "H", "F", "C", "C", "C", "C", "C", "C", "H", "H", "H", "H", "H", "F", "C", "C", "C", "C", "C", "C", "H", "H", "H", "H", "H", "F", "C", "C", "C", "C", "C", "C", "H", "H", "H", "H", "H"], "xyz": [[3.870, 4.721, -1.896], [2.525, 4.234, -1.412], [1.605, 5.349, -1.347], [0.115, 4.917, -1.676], [-0.688, 4.981, -0.517], [-0.285, 5.590, -2.859], [0.429, 3.409, -1.994], [1.832, 3.268, -2.363], [2.215, 1.973, -2.139], [3.915, 4.734, -2.986], [4.664, 4.086, -1.507], [4.024, 5.737, -1.535], [2.599, 3.739, -0.443], [1.941, 3.582, -3.406], [2.325, 1.514, -2.982], [1.990, -1.602, -3.579], [1.762, -1.763, -2.255], [2.441, -2.754, -1.575], [2.202, -2.898, -0.215], [1.302, -2.062, 0.435], [0.635, -1.074, -0.276], [0.863, -0.920, -1.636], [3.136, -3.395, -2.099], [2.723, -3.667, 0.337], [1.121, -2.182, 1.495], [-0.070, -0.423, 0.224], [0.356, -0.157, -2.210], [3.334, 3.044, 1.436], [2.794, 2.796, 2.656], [3.276, 1.730, 3.386], [2.716, 1.483, 4.631], [1.695, 2.289, 5.116], [1.231, 3.352, 4.352], [1.783, 3.617, 3.106], [4.068, 1.113, 2.982], [3.080, 0.655, 5.226], [1.265, 2.089, 6.086], [0.433, 3.980, 4.725], [1.437, 4.439, 2.493], [-1.931, -5.384, -0.517], [-2.761, -4.424, -0.991], [-2.210, -3.255, -1.471], [-3.065, -2.275, -1.955], [-4.439, -2.473, -1.950], [-4.961, -3.663, -1.461], [-4.121, -4.657, -0.976], [-1.136, -3.117, -1.461], [-2.651, -1.351, -2.339], [-5.100, -1.704, -2.322], [-6.032, -3.821, -1.455], [-4.509, -5.594, -0.597], [-4.976, -8.232, -0.633], [-4.026, -8.945, 0.015], [-2.766, -8.399, 0.147], [-1.803, -9.138, 0.821], [-2.107, -10.389, 1.340], [-3.385, -10.909, 1.188], [-4.362, -10.184, 0.520], [-2.547, -7.424, -0.264], [-0.809, -8.728, 0.940], [-1.349, -10.958, 1.863], [-3.626, -11.885, 1.589], [-5.366, -10.564, 0.392], [-5.960, 6.603, -5.083], [-4.700, 6.837, -5.511], [-3.644, 6.488, -4.694], [-2.351, 6.729, -5.140], [-2.142, 7.315, -6.382], [-3.223, 7.657, -7.183], [-4.520, 7.417, -6.751], [-3.834, 6.040, -3.727], [-1.515, 6.458, -4.509], [-1.133, 7.505, -6.725], [-3.060, 8.114, -8.150], [-5.380, 7.671, -7.355], [4.750, -4.843, -0.560], [5.538, -4.837, 0.539], [5.997, -3.625, 1.012], [6.800, -3.624, 2.145], [7.128, -4.816, 2.775], [6.649, -6.019, 2.274], [5.843, -6.039, 1.144], [5.728, -2.711, 0.501], [7.170, -2.685, 2.534], [7.755, -4.808, 3.656], [6.904, -6.950, 2.762], [5.454, -6.962, 0.737], [-7.021, -0.569, -2.596], [-6.914, 0.309, -3.620], [-7.482, -0.014, -4.834], [-7.360, 0.894, -5.878], [-6.678, 2.089, -5.695], [-6.115, 2.383, -4.460], [-6.231, 1.489, -3.405], [-8.004, -0.953, -4.953], [-7.801, 0.662, -6.838], [-6.586, 2.792, -6.512], [-5.582, 3.314, -4.315], [-5.806, 1.696, -2.433], [2.471, 2.151, 8.233], [3.353, 3.036, 8.748], [4.668, 2.648, 8.901], [5.568, 3.564, 9.425], [5.146, 4.837, 9.786], [3.816, 5.197, 9.621], [2.904, 4.293, 9.095], [4.972, 1.650, 8.615], [6.605, 3.281, 9.551], [5.853, 5.546, 10.196], [3.483, 6.187, 9.902], [1.863, 4.552, 8.952]]}

{"formula": "C15H18F3NO7PS", "method": "ωB97M-V/def2-TZVPD", "spin_multiplicity": 1, "lumo_ev": 1.4, "total_charge": -1, "gap_ev": 3.78, "species": ["C", "C", "O", "O", "C", "C", "C", "P", "S", "N", "C", "C", "C", "O", "C", "F", "F", "F", "H", "H", "H", "H", "H", "H", "H", "H", "H", "H", "H", "H", "H", "H", "H", "H", "C", "C", "C", "O", "C", "C", "C", "O", "O", "O", "H", "H"], "xyz": [[1.777, 5.912, -2.271], [1.306, 4.777, -1.422], [0.151, 4.631, -1.114], [2.280, 3.912, -1.043], [2.299, 3.598, 0.351], [1.417, 2.412, 0.695], [2.096, 1.094, 0.302], [1.002, -0.349, 0.491], [-0.731, 0.132, 1.441], [0.608, -1.017, -0.981], [1.695, -1.879, -1.520], [0.214, -0.036, -1.979], [-1.158, 0.542, -1.898], [0.978, 0.238, -2.875], [1.890, -1.564, 1.654], [1.048, -2.288, 2.323], [2.782, -2.340, 1.038], [2.558, -0.764, 2.521], [1.955, 6.779, -1.642], [2.646, 5.658, -2.865], [0.951, 6.162, -2.929], [3.325, 3.424, 0.662], [1.942, 4.455, 0.920], [1.196, 2.389, 1.758], [0.501, 2.505, 0.123], [2.993, 0.924, 0.894], [2.372, 1.102, -0.753], [-1.557, -0.360, 0.489], [1.527, -2.060, -2.571], [1.614, -2.837, -1.016], [2.694, -1.479, -1.355], [-1.291, 1.184, -2.760], [-1.311, 1.145, -1.012], [-1.886, -0.268, -1.949], [-4.575, -4.290, 1.070], [-4.316, -4.481, 2.438], [-2.955, -3.921, 2.939], [-2.649, -3.958, 4.132], [-2.061, -3.360, 1.967], [-2.326, -3.196, 0.618], [-3.723, -3.657, 0.135], [-4.050, -3.457, -1.048], [-1.544, -2.688, -0.245], [-5.060, -5.033, 3.262], [-5.516, -4.644, 0.659], [-1.110, -3.048, 2.366]]}

{"formula": "C3H6O2", "method": "ωB97M-V/def2-TZVPD", "spin_multiplicity": 1, "lumo_ev": 0.4, "smiles": "O=CO.C=C", "gap_ev": 8.96, "species": ["O", "C", "O", "H", "H", "C", "C", "H", "H", "H", "H"], "xyz": [[1.130, 3.240, 2.128], [0.972, 2.749, 1.047], [1.391, 3.324, -0.098], [0.440, 1.803, 0.947], [2.349, 3.413, -0.133], [-1.226, -1.815, -0.880], [-0.894, -3.084, -0.498], [-1.624, -1.104, -0.164], [-1.047, -1.323, -1.843], [-1.621, -3.752, -0.038], [0.129, -3.451, -0.468]]}

What did we get for molecular weight? Answer: 1007.4, 127.0, 300.7, 92.1, 446.2, 128.3, 635.6, 923.0, 444.3, 74.1 g/mol, in the order shown.
What did we get for largest force on an atom? Answer: 3.484, 3.259, 3.366, 2.090, 7.192, 0.602, 0.289, 0.408, 1.637, 2.137 eV/A, in the order shown.